Below is a molecular structure, C48H43AsBIN4O5Sn, with properties calculated with ωB97M-V/def2-TZVPD.

The geometry in ORCA input format:
```
! RIJCOSX wB97M-V def2-TZVPD def2/J DEFGRID3
* xyz 2 1
Sn -0.9115 0.9689 2.3691
C 0.8316 -0.7250 4.4686
C 1.1433 -1.7932 3.4591
N 1.8681 -2.8136 3.8998
C 2.1584 -3.8255 3.0947
C 1.7160 -3.8917 1.7855
C 2.0786 -5.0452 0.8964
O 1.5537 -4.7812 -0.4095
C 0.9715 -2.8209 1.3020
C 0.4316 -2.8356 -0.0720
N 0.8398 -2.0412 -1.0213
C 0.1502 -2.0467 -2.3009
C 0.9061 -2.3695 -3.4192
C 0.3168 -2.3905 -4.6705
C -1.0284 -2.0858 -4.8011
C -1.7870 -1.7685 -3.6873
C -1.2101 -1.7428 -2.4225
I -2.4670 -1.3227 -0.8100
C 0.6930 -1.7238 2.1307
O 0.0221 -0.6820 1.6128
H 1.2521 -1.0229 5.4260
H -0.2447 -0.6032 4.6148
H 1.2771 0.2441 4.2059
H 2.7707 -4.6166 3.5136
H 1.6753 -5.9793 1.2902
H 3.1638 -5.1447 0.8277
H 1.1647 -5.5826 -0.7759
H -0.4492 -3.4251 -0.2888
H 1.9546 -2.6127 -3.3032
H 0.9060 -2.6528 -5.5383
H -1.4966 -2.1036 -5.7763
H -2.8394 -1.5447 -3.7950
N 5.1739 4.7005 0.8214
C 4.6835 4.3871 2.0442
O 5.1946 4.7098 3.0916
C 3.4221 3.5523 2.0620
C 2.5185 3.7742 3.0915
C 1.3657 3.0181 3.1341
N 1.1083 2.0630 2.2302
C 1.9910 1.8263 1.2572
C 3.1592 2.5521 1.1353
H 5.9616 5.3288 0.7857
H 4.6332 4.5682 -0.0150
H 2.7227 4.5253 3.8419
H 0.6150 3.1753 3.9003
H 1.7370 1.0316 0.5639
H 3.8523 2.3230 0.3371
C 0.2633 6.5103 1.3329
C 0.8808 5.8570 0.2739
C 0.3875 4.6411 -0.1797
C -0.7347 4.0867 0.4246
C -1.3563 4.7391 1.4852
C -0.8569 5.9544 1.9350
As -1.3423 2.3228 -0.0680
C -1.0004 2.0799 -1.9393
C 0.2093 1.8870 -2.5817
C 0.2225 1.7202 -3.9603
C -0.9680 1.7575 -4.6737
C -2.1809 1.9513 -4.0263
C -2.2119 2.1082 -2.6462
C -3.4302 2.2972 -1.8280
C -4.7328 2.3192 -2.3090
C -5.7923 2.4688 -1.4242
C -5.5680 2.5890 -0.0591
C -4.2709 2.5654 0.4376
C -3.2168 2.4318 -0.4505
H 0.6454 7.4618 1.6779
H 1.7368 6.3072 -0.2129
H 0.8596 4.1494 -1.0219
H -2.2476 4.3259 1.9475
H -1.3513 6.4716 2.7467
H 1.1379 1.8602 -2.0272
H 1.1588 1.5653 -4.4801
H -0.9516 1.6355 -5.7490
H -3.0961 1.9831 -4.6028
H -4.9320 2.2232 -3.3681
H -6.8051 2.4894 -1.8035
H -6.4033 2.7026 0.6185
H -4.1042 2.6575 1.5045
C 8.2770 -0.2405 0.3393
C 7.3879 0.9952 0.5454
C 7.1757 1.2267 2.0477
C 8.1009 2.2180 -0.0338
C 6.0478 0.7289 -0.1412
C 5.6949 1.3415 -1.3500
C 4.5038 1.0664 -2.0262
C 3.6753 0.1430 -1.4375
O 2.4351 -0.3302 -1.8634
B 2.0872 -1.2433 -0.9068
O 3.0032 -1.3716 0.0986
C 4.0124 -0.4770 -0.2504
C 5.1748 -0.2104 0.4249
H 9.2434 -0.0901 0.8225
H 8.4526 -0.4257 -0.7219
H 7.8215 -1.1339 0.7705
H 8.1292 1.4625 2.5209
H 6.7804 0.3449 2.5540
H 6.4995 2.0645 2.2331
H 9.0021 2.4160 0.5460
H 7.4713 3.1088 0.0123
H 8.4140 2.0622 -1.0674
H 6.3713 2.0562 -1.7952
H 4.2598 1.5464 -2.9649
H 5.4040 -0.7235 1.3490
*
```

Properties
LUMO energy ... -5.47 eV
ΔE to the lowest compared entry with this formula, charge and spin ... 1.21 kcal per mole

Atom charges from the Löwdin analysis, given in e for atoms 1 to 4: number 1, Sn, carries 1.139; number 2, C, carries -0.049; number 3, C, carries -0.249; number 4, N, carries 0.138